1.
C11H21BF4N3O5SV | ωB97M-V/def2-TZVPD

Geometry as XYZ:
```
47
Properties=species:S:1:pos:R:3:forces:R:3
V 0.903 -1.551 -0.111 0.3 -0.4 0.1
S 0.112 -0.232 1.827 -0.1 0.2 0.1
F 2.478 -2.294 1.186 0.0 0.3 0.0
F 4.714 -2.218 1.760 0.1 -0.1 0.0
F 4.062 -1.991 -0.442 0.0 0.0 -0.1
F 3.641 -0.311 1.065 0.0 0.1 0.0
O 1.576 -0.056 -1.350 -0.1 -0.1 0.1
O -2.646 -3.373 0.754 -0.1 0.0 0.0
O 1.688 -2.865 -1.735 -0.1 0.2 0.1
O 1.055 1.291 -3.061 -0.1 0.0 0.0
O -0.456 -2.930 0.565 0.2 0.1 0.0
N -1.570 1.801 2.164 0.0 -0.1 0.0
N 0.230 2.238 0.788 0.0 0.0 0.0
N -0.737 -1.405 -1.529 0.3 0.0 0.0
C -0.508 -2.460 -2.526 -0.2 0.0 0.1
C -0.406 1.339 1.572 -0.1 0.0 -0.1
C -1.479 2.997 2.991 0.0 0.0 0.0
C -1.949 -1.670 -0.756 -0.2 0.2 -0.2
C -0.449 3.337 0.131 0.0 0.1 0.0
C 1.673 2.244 0.584 0.0 0.0 0.0
C -0.661 -0.061 -2.098 -0.3 0.0 -0.1
C -1.692 -2.771 0.281 -0.1 -0.1 0.1
C 0.782 0.438 -2.224 0.1 0.1 0.1
C 0.948 -2.584 -2.924 0.1 -0.1 -0.1
C -2.482 0.827 2.742 0.0 0.0 0.0
B 3.778 -1.681 0.907 0.0 -0.2 -0.1
H -2.187 -0.758 -0.204 -0.1 -0.1 0.0
H -3.446 1.316 2.894 0.0 0.0 0.0
H -1.136 0.622 -1.389 0.0 0.0 0.0
H -0.786 3.720 2.576 0.1 0.0 0.0
H 1.048 -3.423 -3.622 0.0 0.1 0.0
H -0.182 4.306 0.570 0.0 0.0 0.0
H -1.147 -2.300 -3.407 0.1 0.0 -0.1
H -2.118 0.447 3.702 0.0 0.0 0.0
H -1.527 3.205 0.186 0.0 0.0 0.0
H -0.811 -3.401 -2.062 0.0 0.0 0.0
H -1.199 0.005 -3.053 0.1 0.1 0.0
H 2.584 -2.493 -1.774 0.1 -0.1 0.0
H -1.139 2.734 4.000 0.0 0.0 0.0
H 2.066 3.168 1.023 0.1 0.0 0.0
H -0.133 3.353 -0.914 0.0 0.0 0.0
H 2.135 1.381 1.045 0.0 -0.1 0.0
H -2.603 -0.022 2.076 0.0 0.0 0.0
H -2.461 3.466 3.070 0.0 0.0 0.0
H 1.333 -1.683 -3.406 -0.1 0.0 0.0
H -2.804 -1.925 -1.395 0.0 0.0 0.1
H 1.903 2.228 -0.479 0.0 0.0 0.0
```
Forces are in eV/Å.

Results
charge: -1
<S²>: 0.76
2S+1: 2
relative energy (zero: lowest compared OMol25 entry of this formula, charge and spin): 7.9 kcal per mole
highest occupied orbital energy (alpha / beta): -3.46 / -2.88 eV

2.
C25H23Br3F17N3O | ωB97M-V/def2-TZVPD

Geometry as XYZ:
```
72
Properties=species:S:1:pos:R:3:forces:R:3
Br -1.993 3.488 7.202 0.0 0.2 -0.1
Br -1.480 4.918 4.383 -0.6 0.4 1.6
Br -3.193 6.409 6.649 0.1 -0.2 0.0
F 0.878 5.853 0.500 0.9 -1.7 -0.2
F 1.992 2.231 2.319 -1.2 1.0 -0.6
F 1.952 2.643 -0.456 0.0 1.8 -0.1
F 0.817 4.661 -2.021 1.7 -0.3 0.5
F -0.551 4.639 2.138 1.6 -1.5 -2.0
F 2.543 6.001 -1.731 0.0 -1.8 0.5
F 2.296 4.963 1.906 -1.3 -1.0 -1.2
F -0.616 3.377 0.341 1.8 0.3 1.1
F 4.923 4.209 -4.173 -0.5 -0.4 1.7
F 5.037 1.686 -3.734 -0.5 1.0 1.8
F 0.353 2.930 3.630 0.9 -0.2 -1.7
F 4.496 1.828 -1.551 0.6 0.7 -1.4
F 2.576 4.745 -4.038 0.3 -0.7 1.7
F 6.423 2.616 -2.328 -1.8 -0.2 -0.1
F 5.089 4.841 -2.073 -1.2 -1.1 -0.5
F 3.615 3.940 0.158 -1.6 0.4 -1.2
F 2.424 2.715 -3.224 0.6 1.5 1.0
O -3.652 -1.748 -2.406 0.7 -0.3 0.1
N -2.337 -2.615 1.804 1.7 1.0 -3.8
N -0.957 -1.357 -0.589 -1.3 -1.8 1.5
N -2.172 0.286 -3.591 0.3 -0.6 0.4
C -1.535 -1.049 -3.617 0.6 -0.1 -0.4
C 1.450 4.635 0.862 -0.5 1.7 0.6
C -0.153 1.218 2.097 -1.7 -2.6 -0.4
C -2.269 -3.144 0.558 -1.0 -1.2 0.1
C 0.036 -6.953 1.214 0.5 1.2 -0.6
C -2.449 -2.210 -3.023 0.3 -0.3 -0.8
C -1.748 5.173 6.280 -0.1 0.1 -0.2
C 5.084 2.457 -2.600 1.5 -0.3 -0.3
C 0.656 -4.824 -0.014 0.1 -0.1 0.5
C -0.952 -0.785 0.678 0.1 0.6 0.8
C -2.961 -4.553 0.376 1.3 0.3 -0.2
C 2.904 3.976 -2.924 -0.3 0.3 -1.9
C -0.502 -5.478 0.882 0.9 -1.3 -0.6
C 2.179 4.675 -1.711 -1.5 0.8 -0.8
C -1.602 -0.658 3.111 1.3 1.5 -1.3
C -0.889 0.601 3.262 -0.6 -1.8 -1.6
C -1.862 -5.676 0.099 -0.1 -0.2 0.9
C -1.644 -1.408 1.805 0.6 2.2 2.2
C 0.234 3.744 1.366 -1.2 1.2 0.7
C -1.634 -3.219 -2.077 -1.0 1.6 0.4
C 2.308 3.985 -0.310 1.3 -1.1 1.1
C -0.214 0.493 0.849 -0.3 0.5 1.7
C -1.613 -2.539 -0.653 0.8 0.6 0.5
C 4.488 3.917 -2.880 1.3 0.0 -1.5
C 0.638 2.542 2.323 -0.7 -2.1 1.4
H -0.841 5.620 6.673 -0.2 -0.1 0.0
H -2.795 -2.819 -3.911 0.2 0.6 1.0
H -0.922 1.052 4.278 0.2 -0.1 -1.1
H 0.231 -7.423 0.203 -0.4 0.1 1.2
H -2.305 -6.648 0.476 0.3 1.0 -0.5
H 0.381 -4.775 -1.099 0.2 0.1 1.0
H -1.881 0.856 -4.382 0.0 -0.2 0.4
H -1.892 0.732 -2.717 -0.1 0.2 -0.5
H -3.471 -0.992 -1.822 0.1 -0.3 -0.5
H 0.315 0.907 -0.039 -0.6 -0.5 0.7
H -3.648 -4.501 -0.506 0.3 -0.1 1.0
H -0.589 -3.328 -2.470 -1.0 0.0 0.4
H -1.634 -5.846 -0.984 -0.2 0.3 0.9
H -0.552 -1.022 -3.075 -0.9 -0.2 -0.4
H 1.059 -6.846 1.683 -1.2 -0.3 -0.2
H -0.673 -7.544 1.844 0.7 0.4 -0.6
H -2.209 -4.173 -2.094 0.8 0.7 0.2
H -1.297 -1.301 -4.693 -0.3 0.2 1.1
H -3.476 -4.855 1.329 0.3 0.7 -1.0
H 0.959 -3.810 0.369 -0.4 -0.9 -0.6
H 1.580 -5.471 0.040 -0.9 0.7 0.0
H -2.149 -1.086 3.989 0.6 0.4 -1.0
H -0.602 -4.905 1.842 -0.2 -0.5 -0.9
```
Forces are in eV/Å.

Results
highest occupied orbital energy: -9.33 eV

3.
C3H4O2S | ωB97M-V/def2-TZVPD

Geometry as XYZ:
```
10
Properties=species:S:1:pos:R:3:forces:R:3
S 0.938 1.265 1.375 -0.1 0.8 -2.5
O -1.724 0.582 1.306 -0.7 -0.7 0.7
O -1.194 -1.409 2.536 -0.9 -0.8 1.2
C -0.344 0.165 0.816 0.0 0.3 -1.1
C -0.361 -0.262 -0.622 1.1 -1.1 -2.4
C -1.127 -0.510 1.791 0.6 0.7 -0.7
H -0.599 -1.390 -0.950 0.8 2.3 1.5
H 0.695 0.026 -1.016 -2.1 -0.7 0.1
H -1.173 0.265 -1.176 0.8 0.1 0.4
H 0.910 0.662 2.472 0.4 -1.0 2.8
```
Forces are in eV/Å.

Results
SMILES: C[C@@]1(S)OC1=O
relative energy (zero: lowest compared OMol25 entry of this formula, charge and spin): 47.4 kcal per mole
highest occupied orbital energy: -10.09 eV

4.
C25H27N4O2P | ωB97M-V/def2-TZVPD

Geometry as XYZ:
```
59
Properties=species:S:1:pos:R:3:forces:R:3
P -1.527 -1.224 0.204 0.2 0.2 -1.0
O -1.917 -1.655 1.540 -0.1 -0.1 0.4
O -0.249 0.346 -1.858 0.0 0.1 -0.5
N -0.288 -0.044 0.347 -0.5 -0.6 0.2
N 2.855 3.090 -0.823 -0.1 -0.2 -0.1
N -0.886 -2.386 -0.822 -0.5 0.5 0.1
N -2.712 -0.588 -0.779 0.6 -0.3 -0.1
C 0.395 -2.904 -0.624 0.4 -0.2 0.0
C 0.937 -2.976 0.656 0.0 0.0 0.0
C -3.885 0.032 -0.323 -0.4 0.2 0.1
C -4.636 -0.527 0.705 0.0 0.0 0.0
C 3.815 0.584 2.279 -0.1 -0.1 0.1
C 1.737 2.490 -1.296 -0.4 -0.4 0.1
C 3.302 2.383 0.266 -0.1 -0.5 0.4
C 2.423 1.292 0.479 0.1 0.3 -0.1
C 4.652 1.684 2.082 0.1 0.1 0.0
C -4.340 1.189 -0.944 0.2 -0.1 0.0
C 4.415 2.590 1.072 0.1 0.1 0.0
C -5.807 0.081 1.110 0.1 0.1 -0.1
C 3.408 4.325 -1.311 0.0 0.6 0.1
C -7.552 1.877 0.949 0.0 -0.1 0.0
C 2.963 -3.949 -0.225 0.0 0.0 0.0
C 1.413 1.393 -0.534 0.3 0.4 -0.3
C -6.270 1.242 0.499 0.0 0.1 0.0
C 2.906 5.519 -0.499 0.1 -0.2 -0.1
C 1.145 -3.366 -1.699 -0.1 0.1 0.0
C 4.339 -4.500 0.005 0.0 0.0 0.0
C -5.522 1.782 -0.537 -0.1 -0.1 0.1
C 2.411 -3.884 -1.496 0.0 0.0 0.1
C 2.204 -3.490 0.846 0.0 0.0 -0.2
C 2.707 0.372 1.489 0.1 0.0 0.1
C 0.255 0.539 -0.762 0.0 0.1 0.2
H -7.527 2.066 2.021 -0.1 0.1 0.1
H 0.058 0.180 1.267 0.0 0.1 0.0
H 0.735 -3.313 -2.698 0.0 0.0 -0.1
H -2.305 -0.140 -1.596 0.1 0.0 0.1
H 2.092 -0.503 1.634 0.0 -0.1 0.0
H -5.861 2.681 -1.032 0.0 0.1 0.0
H 4.048 -0.117 3.067 0.0 -0.1 0.1
H 2.614 -3.537 1.845 0.0 0.0 0.1
H 4.499 4.267 -1.258 -0.1 0.0 -0.1
H -3.763 1.625 -1.749 0.1 0.0 -0.1
H -7.722 2.819 0.433 -0.1 0.1 0.0
H 4.295 -5.369 0.662 0.1 -0.1 0.0
H 2.979 -4.238 -2.344 0.1 0.0 -0.1
H 5.508 1.817 2.726 0.1 0.0 0.0
H 3.119 4.439 -2.359 0.1 -0.1 0.1
H 1.210 2.881 -2.145 -0.1 0.1 -0.2
H 4.973 -3.754 0.482 0.1 0.0 0.0
H 3.338 6.439 -0.881 0.0 0.1 0.0
H 4.799 -4.799 -0.933 0.1 0.0 0.0
H -8.394 1.215 0.748 -0.1 0.0 0.0
H -6.380 -0.358 1.914 -0.1 -0.1 0.1
H 1.822 5.589 -0.562 -0.1 0.0 0.0
H -4.286 -1.427 1.180 0.0 -0.1 0.1
H -1.137 -2.273 -1.795 -0.1 0.0 0.1
H 5.079 3.426 0.911 0.1 0.1 0.0
H 3.183 5.408 0.547 0.0 0.0 0.1
H 0.344 -2.641 1.493 0.0 0.0 0.2
```
Forces are in eV/Å.

Results
SMILES: CCn1cc(C(=O)NP(=O)(Nc2ccc(C)cc2)Nc2ccc(C)cc2)c2ccccc21
relative energy (zero: lowest compared OMol25 entry of this formula, charge and spin): 0.0 kcal per mole
highest occupied orbital energy: -8.01 eV

| no. | E (hartree) |
| --- | --- |
| 1 | -2739.13659 |
| 2 | -10625.58609 |
| 3 | -665.31012 |
| 4 | -1679.87954 |